Computed, not measured: C28H30AuCl3FN5O2SSi as an isolated structure, with ωB97M-V/def2-TZVPD.

Structure (ORCA input):
```
! wB97M-V def2-TZVPD RIJCOSX def2/J DEFGRID3
* xyz 0 1
Au 0.512 1.244 0.421
C 2.565 2.748 -2.090
C 3.879 2.294 -1.444
C 4.046 2.907 -0.051
C 3.990 0.777 -1.566
C 4.820 0.307 -2.574
C 4.882 -1.040 -2.896
C 4.035 -1.914 -2.253
C 3.174 -1.494 -1.229
C 2.185 -2.555 -0.840
C 1.771 -2.827 0.588
C 0.044 -1.080 -2.118
C 3.204 -0.133 -0.826
N 2.543 0.379 0.338
C 3.225 0.174 1.531
C 4.431 -0.548 1.630
C 5.026 -0.837 2.849
C 4.460 -0.414 4.039
C 3.316 0.371 3.977
C 2.759 0.672 2.758
F 1.689 1.521 2.772
H 2.487 3.838 -2.078
H 1.707 2.335 -1.553
H 2.495 2.407 -3.124
H 4.695 2.690 -2.055
H 3.195 2.696 0.592
H 4.138 3.991 -0.150
H 4.944 2.536 0.446
H 5.435 1.016 -3.115
H 5.560 -1.395 -3.660
H 4.013 -2.955 -2.549
H 2.260 -3.546 -1.270
H 2.437 -2.356 1.308
H 3.821 -3.319 0.554
H 1.553 -3.876 0.763
H 1.283 -0.709 -0.102
H -0.030 -3.116 -0.906
H 0.558 -1.226 -3.053
H 4.896 -0.916 0.727
H 5.938 -1.421 2.856
H 4.899 -0.668 4.994
H 2.845 0.768 4.866
N -8.129 1.446 -2.261
C -7.135 0.895 -1.508
C -5.915 0.530 -2.103
C -4.885 0.042 -1.336
C -5.067 -0.104 0.038
C -6.279 0.216 0.643
C -7.308 0.706 -0.129
S -3.731 -0.530 1.043
O -2.869 -1.582 0.348
O -4.178 -0.823 2.358
N -2.566 0.566 0.870
C -2.520 1.909 1.083
N -1.314 2.485 0.889
C -1.243 3.801 1.095
C -2.339 4.545 1.478
C -3.531 3.854 1.627
N -3.632 2.546 1.430
H -8.051 1.470 -3.260
H -9.037 1.601 -1.864
H -5.787 0.637 -3.173
H -3.944 -0.240 -1.796
H -6.400 0.076 1.708
H -8.256 0.955 0.331
H -0.273 4.255 0.941
H -2.266 5.608 1.648
H -4.444 4.364 1.912
Cl -1.373 0.002 -2.164
Si -1.236 -0.678 0.476
Cl 0.579 -1.851 -0.550
Cl -0.826 -1.070 2.543
*
```

Summary:
HOMO energy (spin up / spin down) = -5.7 / -5.7 eV
LUMO energy (spin up / spin down) = -0.915 / -0.915 eV
Orbital gap (spin up / spin down) = 4.8 / 4.8 eV
Molecular weight = 851.058 g mol⁻¹

=====

Computed, not measured: C28H30BF3N6OsSi2 as an isolated structure, with ωB97M-V/def2-TZVPD.

Structure (ORCA input):
```
! wB97M-V def2-TZVPD RIJCOSX def2/J DEFGRID3
* xyz 0 5
Os -0.167 -0.392 0.284
C 1.747 -1.487 4.017
C 1.790 -0.851 2.779
N 0.550 -0.597 2.359
N -0.306 -1.083 3.283
C 0.396 -1.614 4.293
B -1.832 -0.744 3.274
N -2.607 -1.472 2.154
C -3.715 -2.219 2.304
C -4.217 -2.515 1.054
C -3.329 -1.897 0.169
N -2.379 -1.260 0.843
N -1.940 0.760 2.994
C -2.318 1.762 3.808
C -2.221 2.943 3.101
C -1.754 2.552 1.839
N -1.599 1.237 1.788
H 2.576 -1.811 4.620
H 2.638 -0.543 2.189
H -0.096 -2.034 5.155
H -2.291 -1.038 4.336
H -4.084 -2.485 3.280
H -5.091 -3.093 0.811
H -3.349 -1.885 -0.908
H -2.636 1.573 4.820
H -2.446 3.937 3.447
H -1.534 3.162 0.979
C 2.046 -3.429 0.638
Si 0.261 -2.885 0.224
C -0.802 -4.045 1.307
C -0.038 -3.426 -1.581
C 0.011 -4.778 -1.927
C -0.158 -5.183 -3.243
C -0.374 -4.233 -4.233
C -0.426 -2.889 -3.899
C -0.263 -2.472 -2.576
Si -0.311 -0.616 -2.134
C -1.919 0.149 -2.829
C 1.026 0.207 -3.212
H 2.217 -4.422 0.217
H 2.206 -3.483 1.717
H 2.799 -2.760 0.214
H -0.366 -5.046 1.317
H -1.816 -4.115 0.910
H -0.869 -3.706 2.343
H 0.180 -5.528 -1.161
H -0.119 -6.234 -3.500
H -0.499 -4.541 -5.264
H -0.599 -2.155 -4.681
H -1.894 0.081 -3.918
H -1.990 1.204 -2.554
H -2.821 -0.351 -2.476
H 0.890 -0.113 -4.247
H 2.039 -0.061 -2.904
H 0.935 1.295 -3.173
F 3.401 7.735 -3.084
C 3.592 7.472 -1.774
F 4.927 7.459 -1.575
F 3.096 8.512 -1.082
C 2.966 6.170 -1.380
C 3.377 5.010 -2.029
C 2.808 3.798 -1.695
C 1.817 3.726 -0.709
C 1.418 4.900 -0.064
C 1.989 6.115 -0.398
C 1.216 2.478 -0.378
C 0.672 1.423 -0.088
H 4.141 5.066 -2.794
H 3.116 2.892 -2.199
H 0.655 4.851 0.702
H 1.677 7.022 0.101
*
```

Summary:
HOMO energy (spin up / spin down) = -7.1 / -8.8 eV
LUMO energy (spin up / spin down) = 0.307 / -2.026 eV
⟨S²⟩ = 6.036
Orbital gap (spin up / spin down) = 7.4 / 6.8 eV
Molecular weight = 764.798 g mol⁻¹

=====

Computed, not measured: C28H30Br2INO5PPt as an isolated structure, with ωB97M-V/def2-TZVPD.

Structure (ORCA input):
```
! wB97M-V def2-TZVPD RIJCOSX def2/J DEFGRID3
* xyz -1 1
Pt -1.295 0.700 0.580
I -1.773 3.691 0.923
C 0.072 3.612 1.966
C 0.540 4.809 2.434
C 1.777 4.866 3.099
C 2.495 3.724 3.300
C 2.008 2.471 2.864
C 2.740 1.295 3.129
C 2.244 0.075 2.765
C 1.018 -0.009 2.084
C 0.301 1.112 1.722
C 0.763 2.387 2.154
H -0.044 5.708 2.295
H 2.150 5.823 3.444
H 3.453 3.756 3.807
H 3.690 1.379 3.645
H 2.798 -0.830 2.989
H 0.631 -0.984 1.828
C -2.813 0.394 -2.630
C -3.380 -0.505 -1.579
C -4.278 -1.526 -1.899
C -4.846 -2.306 -0.922
C -4.535 -2.045 0.421
C -5.097 -2.705 1.533
Br -6.361 -4.111 1.271
C -4.772 -2.368 2.824
C -3.831 -1.370 3.055
Br -3.377 -0.886 4.823
C -3.189 -0.696 2.011
O -2.298 0.218 2.244
C -3.580 -1.025 0.676
N -3.008 -0.290 -0.322
H -3.448 0.392 -3.517
H -1.811 0.071 -2.922
H -2.723 1.409 -2.246
H -4.535 -1.698 -2.936
H -5.542 -3.091 -1.184
H -5.243 -2.875 3.653
C 1.081 -3.253 0.150
C 0.576 -2.667 -1.167
C -0.741 -3.322 -1.567
C 1.635 -2.877 -2.248
O 0.277 -1.280 -0.886
P 0.603 0.022 -1.772
O 0.442 -0.199 -3.224
O -0.231 1.148 -1.156
O 2.155 0.220 -1.337
C 2.977 1.362 -1.673
C 2.667 2.546 -0.756
C 4.403 0.888 -1.412
C 2.819 1.780 -3.136
H 1.369 -4.297 0.009
H 0.301 -3.210 0.912
H 1.947 -2.686 0.497
H -0.618 -4.397 -1.715
H -1.105 -2.873 -2.493
H -1.487 -3.156 -0.787
H 1.861 -3.942 -2.329
H 2.545 -2.334 -1.987
H 1.284 -2.506 -3.207
H 2.925 2.303 0.275
H 1.605 2.781 -0.797
H 3.242 3.420 -1.069
H 4.468 0.494 -0.396
H 5.099 1.721 -1.517
H 4.681 0.098 -2.112
H 1.802 2.126 -3.317
H 3.002 0.934 -3.799
H 3.519 2.585 -3.366
*
```

Summary:
HOMO energy = -4.4 eV
LUMO energy = 2.307 eV
Orbital gap = 6.7 eV
Molecular weight = 973.314 g mol⁻¹